Below is a cluster of 9 separate species, C66H150N10O8 in total in a non-equilibrium geometry, with properties calculated with the ωB97M-V functional and the def2-TZVPD basis.

Calculated values
- Gap between HOMO and LUMO: 0.1967 Ha
- E_HOMO: -0.9543 Eh
- Lowest unoccupied orbital energy: -20.62 eV
- Net charge: +10
- Total energy: -102016.19136 eV

Geometry as XYZ:
```
234
Properties=species:S:1:pos:R:3:forces:R:3
C -0.568747 -1.169003 -4.489508 1.74 -1.19 -0.61
C -1.705372 -0.485984 -3.866045 -1.70 1.13 -0.66
N -2.996356 -0.696483 -4.669302 -1.04 -2.21 -0.24
C -3.136439 -2.242218 -4.758120 -0.44 0.73 0.43
C -4.269746 -0.081759 -3.955509 -0.52 -0.08 -0.58
C -5.192515 -0.907515 -2.996897 0.68 0.76 -0.63
C -3.020224 -0.367906 -6.180818 0.52 1.19 -0.52
C -2.575925 1.020036 -6.512453 0.08 2.83 0.55
O -3.175753 1.981501 -5.628205 -0.61 -0.50 0.82
C -2.796105 3.366191 -5.742514 0.57 -0.56 -0.42
H -0.495980 -2.222239 -4.218419 -0.11 -0.04 0.12
H 0.375353 -0.726704 -4.171465 0.02 0.16 -0.01
H -0.564962 -1.183270 -5.579415 -0.02 0.38 0.02
H -1.541036 0.588812 -3.789340 -0.19 0.09 -0.04
H -1.901912 -0.906680 -2.879894 -0.24 0.17 0.09
H -2.991822 -2.609391 -3.742063 -0.41 -0.29 -0.14
H -2.390259 -2.683187 -5.419080 -0.01 0.35 0.12
H -4.114787 -2.447264 -5.192721 0.03 -0.15 0.35
H -4.924537 0.202298 -4.779306 0.23 0.04 -0.07
H -3.965296 0.874528 -3.530152 0.32 -0.27 0.07
H -5.930701 -0.185617 -2.647563 0.25 0.42 0.19
H -4.674081 -1.303650 -2.123742 -0.16 -0.39 -0.12
H -5.865606 -1.587449 -3.519134 0.67 -0.60 0.00
H -3.997802 -0.538761 -6.631652 -0.22 -0.36 0.74
H -2.305951 -0.990369 -6.719770 -0.21 -0.39 0.30
H -2.820904 1.406394 -7.501806 -0.08 -1.00 -0.52
H -1.489315 1.074401 -6.446032 0.45 0.15 0.20
H -3.326310 3.991750 -5.024419 -0.08 -0.55 0.29
H -3.022809 3.828728 -6.703127 0.06 -0.40 -0.31
H -1.723015 3.369717 -5.551285 0.18 0.58 -0.07
C 2.442505 1.337988 0.631570 -1.24 0.36 0.01
C 0.898229 1.325208 0.549697 0.64 0.51 1.30
N 0.142325 1.450655 1.920264 1.49 -0.26 0.58
C 0.311328 0.108342 2.694513 0.05 1.03 -0.80
C 0.782663 2.631413 2.783948 -0.49 -0.86 1.51
C 0.135500 2.894497 4.204910 0.50 0.82 -1.08
C -1.317939 1.698703 1.680910 -1.38 -0.95 -0.81
C -2.122768 0.645272 0.724238 1.00 0.28 1.70
O -2.288983 -0.633271 1.332061 0.64 1.02 0.52
C -2.975277 -1.526705 0.493330 -0.05 -0.71 -0.73
H 2.758246 2.263570 1.112921 0.38 -0.36 0.21
H 2.782618 1.441202 -0.398851 0.12 -0.31 -0.04
H 2.827367 0.420755 1.077273 0.26 0.34 0.08
H 0.586350 0.366035 0.136395 -0.39 0.43 -0.29
H 0.598407 2.233339 0.026738 -0.35 -0.41 -0.45
H -0.400453 0.098252 3.519952 0.08 -0.11 -0.17
H 1.335925 0.012712 3.053890 -0.07 0.27 0.01
H 0.120788 -0.674772 1.960674 -0.27 -0.01 0.33
H 0.776929 3.561392 2.215446 -0.29 -0.24 -0.27
H 1.821585 2.391389 3.010080 -0.08 -0.43 -0.55
H 0.778310 3.581255 4.755599 0.51 0.35 -0.59
H 0.121674 2.117749 4.969486 -0.64 -0.65 -0.70
H -0.758721 3.501421 4.063105 -0.39 -0.61 0.38
H -1.491615 2.664793 1.206984 0.55 0.11 -0.20
H -1.750516 1.807099 2.675510 -0.25 -0.44 -0.07
H -1.569955 0.532273 -0.208352 -0.03 0.14 -0.19
H -3.120243 1.025967 0.504648 0.10 0.62 -0.01
H -4.049047 -1.589837 0.669763 -0.08 0.17 0.33
H -2.529261 -2.514208 0.611674 -0.12 -0.04 0.11
H -2.856867 -1.248091 -0.553786 0.10 0.04 -0.19
C 3.411843 -3.174637 -2.980459 -0.10 -0.58 0.01
C 3.739333 -2.652263 -1.580039 0.80 -2.03 0.36
N 2.974159 -3.420567 -0.430161 -2.08 1.78 1.48
C 1.480671 -3.097487 -0.648065 0.43 -0.87 -0.47
C 3.019211 -4.960951 -0.408230 1.40 -0.35 -1.51
C 4.412770 -5.577757 -0.147728 0.01 0.54 1.31
C 3.334639 -2.823446 0.980846 -0.68 0.02 -0.15
C 2.451672 -3.259406 2.197278 1.74 -1.49 -0.29
O 2.877679 -4.614327 2.546289 -0.68 1.84 -1.60
C 2.361144 -5.070715 3.762382 0.00 0.40 1.34
H 2.420384 -2.913340 -3.350365 0.13 0.38 -0.05
H 3.465039 -4.258781 -3.079906 0.00 -0.16 0.51
H 4.183359 -2.917178 -3.706117 -0.05 0.68 0.14
H 3.625901 -1.572500 -1.483353 -0.43 -0.17 0.38
H 4.773686 -2.901785 -1.343488 0.13 0.23 -0.16
H 0.847034 -3.602705 0.080879 0.33 -0.12 -0.03
H 1.259929 -3.500903 -1.636303 -0.20 0.03 0.14
H 1.204354 -2.043103 -0.652762 0.70 0.20 0.11
H 2.676593 -5.222295 -1.409429 -0.18 -0.13 0.10
H 2.300219 -5.307384 0.334159 0.11 0.29 -0.03
H 4.488778 -5.631179 0.938309 0.30 -0.08 0.04
H 5.294067 -5.025189 -0.473431 -0.27 0.38 -0.32
H 4.610745 -6.592477 -0.493064 -0.73 0.02 -0.35
H 3.243428 -1.742405 0.875290 -0.17 0.06 -0.26
H 4.384620 -2.979354 1.228489 -0.05 -0.54 -0.25
H 1.375031 -3.115601 2.106351 -0.39 -0.68 -0.64
H 2.639670 -2.536658 2.991246 0.81 -0.05 0.39
H 2.835708 -4.500630 4.561074 -0.11 0.08 0.31
H 2.603084 -6.112264 3.973927 0.02 0.01 -0.58
H 1.284063 -4.909762 3.808052 -0.28 -0.18 0.02
C 4.081411 0.538482 -6.850493 -0.35 2.04 0.77
C 3.546635 2.022152 -6.956021 -0.01 -0.92 0.01
N 3.007415 2.655404 -5.626449 0.62 -0.02 -0.85
C 4.247371 2.846463 -4.733211 -1.43 0.11 0.64
C 2.365406 4.022524 -5.977295 1.15 1.05 -0.30
C 3.182426 4.919182 -7.008943 -0.94 -1.09 0.09
C 1.956457 1.772679 -4.930280 1.51 0.39 -0.05
C 1.417959 2.282889 -3.610854 -1.86 1.39 -0.31
O 0.322693 3.261650 -3.897277 2.61 -0.98 -0.01
C -0.371940 3.588266 -2.742671 -1.13 -0.85 0.16
H 3.235824 -0.139565 -6.734996 0.30 -0.24 -0.37
H 4.734595 0.478696 -5.979927 0.01 -0.23 0.09
H 4.742952 0.342051 -7.694212 -0.48 -0.17 -0.21
H 2.754964 2.101170 -7.701088 -0.21 -0.08 0.19
H 4.309317 2.727648 -7.285701 0.10 -0.28 0.17
H 5.056865 3.403818 -5.204566 -0.26 -0.32 -0.36
H 4.554920 1.879834 -4.334305 0.21 0.00 -0.49
H 3.917315 3.417289 -3.865262 0.02 0.21 -0.09
H 2.279351 4.471287 -4.987697 -0.04 0.40 -0.20
H 1.350437 3.871906 -6.345041 0.17 -0.37 -0.08
H 4.240235 5.048053 -6.779776 -0.18 0.12 0.13
H 2.696975 5.874698 -7.207508 -0.02 0.23 0.94
H 3.074823 4.522597 -8.018520 0.33 -0.54 0.06
H 2.490731 0.841264 -4.742889 -0.15 -0.16 -0.09
H 1.122744 1.601148 -5.611148 0.17 0.09 -0.12
H 2.112379 2.660459 -2.860307 0.51 0.74 -0.50
H 1.015396 1.455827 -3.026033 -0.67 -0.58 -0.34
H -1.141760 4.339416 -2.919461 0.43 0.27 -0.26
H 0.237349 3.845598 -1.876282 0.36 0.30 -0.01
H -0.927995 2.677034 -2.522339 -0.42 -0.31 0.82
C 1.059711 -10.315912 -3.948247 -1.49 0.24 -1.02
C 1.208654 -9.136610 -3.015033 0.17 0.04 0.86
N -0.020123 -8.762436 -2.078127 -0.20 -1.35 -0.10
C -0.631717 -10.095411 -1.599789 -0.42 1.04 -0.52
C 0.396762 -7.872398 -0.921542 0.67 -0.55 0.62
C 1.513954 -8.422194 -0.009288 -0.28 0.63 0.46
C -1.052498 -8.044707 -2.934574 -0.10 0.35 0.40
C -2.432001 -7.689179 -2.268154 0.63 -1.63 -2.31
O -2.241142 -6.532708 -1.597976 1.07 2.95 1.35
C -3.266155 -6.151678 -0.735136 -0.67 -0.83 0.76
H 1.131885 -11.328398 -3.551057 0.23 0.32 0.42
H 1.753319 -10.224176 -4.784064 0.33 0.08 0.26
H 0.092960 -10.256676 -4.448238 -0.17 -0.18 -0.19
H 1.381688 -8.187956 -3.523187 0.30 -0.18 -0.15
H 2.051473 -9.431061 -2.389692 -0.12 0.72 0.50
H -1.492178 -9.864719 -0.971700 0.53 -0.11 0.54
H 0.134366 -10.732464 -1.157777 -0.29 0.11 -0.01
H -1.097575 -10.524543 -2.486876 0.47 -0.36 0.02
H -0.453245 -7.616895 -0.288857 -0.40 -0.65 -0.36
H 0.700811 -6.885114 -1.269283 0.13 -0.16 -0.72
H 1.421826 -9.446582 0.351589 0.01 -0.13 -0.57
H 1.410278 -7.866661 0.922769 -0.07 0.22 0.17
H 2.528725 -8.180063 -0.325056 -0.09 -0.48 -0.40
H -1.139440 -8.585353 -3.877039 -0.25 -0.19 0.25
H -0.551483 -7.102661 -3.157326 -0.25 0.16 -0.19
H -2.865644 -8.509313 -1.695927 0.08 -0.03 0.33
H -3.149009 -7.448044 -3.052923 -0.05 -0.66 -0.54
H -4.272490 -6.092801 -1.149796 -0.02 -0.19 -0.67
H -3.100674 -5.172728 -0.285290 0.59 -0.06 -0.01
H -3.302959 -6.940864 0.015819 -0.35 0.26 0.63
C 3.774036 9.523168 1.669673 -1.11 -0.51 1.03
C 3.360870 8.152857 1.148763 0.46 -0.85 -0.22
N 3.269941 6.964603 2.177944 0.06 1.82 1.39
C 4.616543 6.910459 2.909603 -0.52 -0.63 -1.03
C 2.155547 7.426207 3.252445 -0.07 -0.33 -2.64
C 1.600538 6.358232 4.142125 0.33 -0.02 0.53
C 2.963004 5.592869 1.446207 0.54 2.31 2.52
C 3.763160 5.340706 0.227259 0.70 -0.11 -1.99
O 5.137098 5.372391 0.442834 -0.90 -0.58 2.46
C 5.886717 5.252490 -0.706804 1.39 1.98 -1.42
H 4.769626 9.579853 2.109764 0.14 -0.05 -0.59
H 3.098253 9.807086 2.476413 -0.11 0.41 -0.11
H 3.605037 10.223813 0.851977 0.37 0.08 0.08
H 4.118932 7.862616 0.421295 -0.09 -0.34 0.00
H 2.388161 8.128112 0.657528 -0.02 0.33 0.00
H 4.655754 5.966856 3.453816 0.21 -0.06 -0.13
H 4.791699 7.722907 3.614837 -0.35 0.20 -0.42
H 5.289393 6.920145 2.052113 0.64 -0.13 0.77
H 1.353178 7.782688 2.606508 -0.02 0.26 0.03
H 2.525253 8.300374 3.788406 0.41 -0.38 -0.12
H 1.199973 6.893072 5.003289 0.16 -0.18 0.29
H 2.411442 5.688349 4.428113 -0.20 -0.25 0.37
H 0.740920 5.804648 3.764357 0.22 -0.08 -0.48
H 1.879080 5.672943 1.363750 0.06 -0.61 -0.56
H 3.313468 4.883383 2.195818 -0.50 -0.31 0.11
H 3.555028 5.963454 -0.642781 -0.52 0.50 0.09
H 3.540637 4.335504 -0.130743 -0.60 -0.54 0.02
H 5.838675 6.230519 -1.185612 -0.26 0.11 -0.73
H 5.578640 4.509930 -1.442864 -0.02 -0.47 0.37
H 6.947064 5.252000 -0.454291 -0.12 -0.88 0.19
C 2.366617 2.826939 7.269020 -0.36 -1.09 -0.20
C 3.456269 3.664517 6.696959 -0.44 -0.53 0.15
O 3.884349 3.473590 5.603314 0.34 1.28 0.71
N 3.925110 4.800838 7.639846 -0.65 -0.83 -1.02
H 3.441201 4.663534 8.515670 -0.68 0.31 0.52
H 4.871216 4.599331 7.930337 1.20 0.33 -0.34
C 3.689980 6.183013 7.040755 1.01 -0.82 0.05
H 2.397756 1.913494 6.675093 0.12 -0.13 0.12
H 1.373645 3.226089 7.062152 0.05 0.57 0.28
H 2.424431 2.524784 8.314716 0.19 0.40 0.11
H 2.614790 6.313370 6.917991 0.24 0.27 0.43
H 4.179211 6.144275 6.067489 0.00 0.17 0.08
H 4.234089 6.866416 7.692693 -0.55 0.35 -0.08
C -8.179677 -2.277589 0.459025 -0.54 -1.22 0.04
C -7.591700 -1.765500 1.719655 2.49 0.46 -2.27
O -6.370429 -1.675047 1.844452 -3.00 0.27 1.33
N -8.553354 -1.100128 2.690294 2.05 0.90 -0.11
H -9.524139 -1.351050 2.568922 -0.63 -0.44 -0.25
H -8.249004 -1.409767 3.602208 -0.16 -0.03 0.82
C -8.446373 0.438597 2.581408 -0.65 -0.18 -0.40
H -9.197572 -2.651966 0.567832 -0.15 0.34 -0.19
H -7.597888 -3.117258 0.078806 0.20 -0.19 0.42
H -8.070045 -1.586289 -0.376550 -0.37 0.61 0.28
H -8.924081 0.701911 1.637708 -0.21 0.03 0.15
H -7.422497 0.807588 2.521356 0.00 -0.63 0.37
H -8.996141 0.863994 3.420991 0.05 -0.02 -0.09
C -4.563133 4.987713 3.315701 -0.97 1.27 1.06
N -4.281664 3.656088 3.767362 -0.72 -2.11 -0.42
C -4.887902 2.644644 3.121985 1.49 -2.56 0.72
C -4.514434 1.303817 3.426787 -0.76 0.96 1.33
C -3.706795 0.990789 4.556829 0.77 1.94 0.09
C -3.062906 2.123954 5.186351 -1.85 -0.16 -1.19
C -3.466806 3.407473 4.800179 1.33 -0.72 0.09
C -3.446018 -0.393445 5.026115 0.91 -1.60 0.51
C -2.733835 -0.738715 6.210917 -0.96 1.82 -0.93
C -2.383175 -2.030024 6.520178 -0.71 -0.66 -1.07
N -2.781086 -3.038506 5.696391 -0.22 0.44 -1.74
C -3.437647 -2.779961 4.485405 0.18 0.88 2.59
C -3.801293 -1.474146 4.212828 0.44 0.25 -0.68
C -2.555061 -4.443075 6.080878 -0.36 -0.53 1.15
H -4.971784 5.459534 4.209286 0.27 0.81 -0.13
H -5.414013 4.955507 2.635217 0.54 0.20 -0.39
H -3.638155 5.450367 2.971537 -0.42 0.20 -0.19
H -5.639298 2.820439 2.366401 0.19 0.48 -0.08
H -5.043500 0.514458 2.913573 0.00 0.02 -0.16
H -2.296691 2.077861 5.946070 -0.27 -0.28 0.21
H -3.012789 4.270611 5.264156 -0.16 0.20 0.08
H -2.539582 0.074651 6.894377 0.40 -0.25 0.34
H -1.788567 -2.271144 7.388915 -0.18 -0.24 0.16
H -3.776083 -3.598001 3.866800 0.31 -0.28 0.20
H -4.280244 -1.232366 3.275521 -0.14 -0.55 -0.05
H -1.931555 -4.485947 6.973913 0.42 0.09 -0.35
H -2.200988 -5.091686 5.279608 0.07 0.41 -0.03
H -3.498761 -4.826676 6.468657 -0.26 -0.09 -0.31
```
Forces are in eV/Å.